Computed, not measured: a 6-piece molecular cluster, C44H61N5O5 overall at a distorted geometry, with ωB97M-V with the def2-TZVPD basis set.

XYZ file:
```
115
Properties=species:S:1:pos:R:3:forces:R:3
C -0.170237 -1.351521 0.470745 0.0 0.1 0.1
C 1.165326 -1.054416 1.182397 -0.1 -0.1 -0.1
C 1.705963 0.374876 1.000412 0.3 -0.2 -0.5
C 3.211706 0.368149 0.728516 -0.1 0.1 0.4
C 3.563149 -0.229581 -0.627341 0.4 0.2 -0.1
O 4.039600 -1.582378 -0.437804 -0.4 0.0 0.4
C 3.922646 -2.405766 -1.492562 0.1 -0.1 0.4
C 4.018660 -3.846591 -1.085405 0.1 -0.2 -0.1
O 3.761841 -2.009823 -2.609522 -0.2 0.1 -0.7
O 1.528941 1.215619 2.150024 0.5 -0.2 -0.1
C 0.285477 1.266510 2.721016 0.2 1.1 -2.0
O 0.043112 0.643120 3.680934 -0.6 -1.3 2.1
C -0.669457 2.221603 2.056097 -0.2 0.3 0.1
C -1.938479 1.563332 1.454894 -0.1 0.1 0.0
C -2.104077 1.931457 -0.022465 0.1 0.2 -0.1
C -3.479013 1.605463 -0.637120 0.2 -0.2 0.0
C -3.497837 0.379471 -1.581675 -0.2 0.0 -0.2
C -4.631400 -0.629708 -1.319863 0.2 0.0 0.0
C -4.264255 -1.781857 -0.359239 -0.2 -0.1 0.1
C -5.317837 -2.028154 0.737972 0.0 0.0 0.0
C -5.077794 -1.156372 1.974546 0.1 0.1 0.0
C -3.932818 -1.693991 2.818454 0.2 -0.1 -0.1
O -3.497933 -0.716625 3.737228 -0.3 0.1 0.1
C -3.032065 -1.231072 4.967417 0.2 -0.1 -0.1
H -0.862223 -1.894084 1.119562 0.1 0.0 -0.1
H -0.017401 -1.951074 -0.429803 0.0 0.2 0.1
H -0.680226 -0.432667 0.168195 0.1 -0.1 0.0
H 1.099980 -1.276208 2.251987 0.0 0.2 -0.1
H 1.924233 -1.734046 0.784065 -0.1 0.0 0.1
H 1.224198 0.831107 0.116232 -0.1 0.1 0.3
H 3.583062 1.394002 0.814022 0.0 -0.1 -0.1
H 3.684897 -0.205550 1.534744 0.1 0.1 -0.2
H 2.710039 -0.257909 -1.312612 0.1 0.0 0.1
H 4.352811 0.344999 -1.121363 -0.1 -0.1 0.1
H 3.950311 -4.468450 -1.978801 0.0 0.1 0.1
H 3.209581 -4.094036 -0.393796 0.1 0.1 0.0
H 4.967663 -4.038424 -0.576956 -0.1 0.1 0.0
H -0.963708 2.916521 2.852357 0.0 0.0 -0.2
H -0.144660 2.806615 1.296870 0.0 -0.1 0.0
H -2.822404 1.913025 1.998384 0.1 -0.1 0.0
H -1.906687 0.480035 1.606649 -0.1 0.1 0.0
H -1.325260 1.440642 -0.623083 0.0 0.1 0.1
H -1.909804 3.008986 -0.113326 -0.1 -0.1 0.0
H -3.801813 2.481140 -1.207509 -0.2 -0.1 0.1
H -4.208998 1.449528 0.166061 0.1 0.1 -0.1
H -2.531471 -0.139329 -1.546474 -0.1 0.0 0.0
H -3.606291 0.746446 -2.608132 0.2 -0.1 0.1
H -4.928443 -1.064010 -2.281721 -0.1 0.1 0.1
H -5.503946 -0.091723 -0.928111 0.0 0.0 -0.1
H -3.294753 -1.575127 0.111047 -0.1 0.0 -0.1
H -4.116521 -2.700598 -0.933176 0.1 0.1 0.1
H -5.316814 -3.084791 1.036283 0.0 0.1 0.0
H -6.313850 -1.821906 0.327884 0.1 -0.1 0.1
H -5.968723 -1.075404 2.607506 0.1 0.0 -0.1
H -4.822162 -0.138360 1.651110 0.0 -0.1 0.1
H -4.248924 -2.611073 3.341092 0.0 0.1 0.0
H -3.089065 -1.977982 2.169674 0.0 0.0 0.1
H -2.131589 -1.849906 4.827669 -0.1 0.1 0.0
H -2.774010 -0.387830 5.607009 0.0 -0.1 0.0
H -3.803894 -1.842288 5.459148 0.1 0.1 -0.1
N -1.762549 -3.435486 -2.071724 0.1 0.0 0.0
C -2.057980 -3.391333 -3.368126 0.0 0.0 0.0
C -1.242262 -3.918040 -4.359146 0.0 0.0 0.0
C -0.053370 -4.522102 -3.983351 0.0 0.0 0.0
C 0.266676 -4.576580 -2.636042 0.0 0.0 0.0
C -0.619171 -4.021715 -1.724225 0.0 -0.1 -0.1
H -2.994190 -2.905270 -3.624774 0.0 0.0 0.0
H -1.534748 -3.853765 -5.398516 0.0 0.0 0.0
H 0.611433 -4.943410 -4.726324 0.0 0.0 0.0
H 1.183696 -5.038555 -2.295884 0.0 0.0 0.0
H -0.403410 -4.047591 -0.661212 0.0 -0.1 0.0
N -2.203727 1.036985 7.570082 0.0 0.0 0.0
C -2.827181 1.013698 8.745531 0.0 0.0 0.0
C -2.666810 1.990975 9.716510 0.0 0.0 0.0
C -1.811374 3.048925 9.451481 0.0 0.0 0.0
C -1.155981 3.084259 8.231298 0.0 0.0 0.0
C -1.385263 2.057795 7.326067 0.0 0.0 0.0
H -3.487978 0.170575 8.917308 0.0 0.0 0.0
H -3.200575 1.921517 10.654635 0.0 0.0 0.0
H -1.658546 3.831688 10.183499 0.0 0.0 0.0
H -0.478379 3.889186 7.980993 0.0 0.0 0.0
H -0.893400 2.046870 6.358921 0.0 0.0 0.0
N 3.209672 5.004486 -0.062199 0.0 0.0 0.0
C 3.685915 5.571478 -1.168227 0.0 0.0 0.0
C 3.440581 5.090511 -2.446629 0.0 0.0 0.0
C 2.657447 3.956299 -2.586888 0.0 0.0 0.0
C 2.157641 3.354243 -1.443184 0.0 0.0 0.0
C 2.459584 3.914115 -0.210258 0.0 0.0 0.0
H 4.295656 6.456528 -1.022654 0.0 0.0 0.0
H 3.854559 5.596533 -3.308131 0.0 0.0 0.0
H 2.440590 3.549482 -3.566238 0.0 0.0 0.0
H 1.537761 2.468711 -1.504137 0.0 0.0 0.0
H 2.083458 3.468832 0.705928 0.0 0.0 0.0
N -2.009728 1.513824 -4.812155 0.0 0.0 0.0
C -2.405535 2.783137 -4.872530 0.0 0.0 0.0
C -3.174900 3.297870 -5.905757 0.0 0.0 0.0
C -3.553250 2.448340 -6.932989 0.0 0.0 0.0
C -3.148267 1.124001 -6.882643 0.0 0.0 0.0
C -2.381328 0.708398 -5.804098 0.0 0.0 0.0
H -2.091893 3.418414 -4.050753 0.0 0.0 0.0
H -3.468812 4.338638 -5.900792 0.0 0.0 0.0
H -4.153419 2.811501 -7.757294 0.0 0.0 0.0
H -3.419764 0.424205 -7.661311 0.0 0.0 0.0
H -2.048480 -0.321636 -5.728430 0.0 0.0 0.0
N 9.565224 -1.309077 -0.828161 0.0 0.0 0.0
C 10.100861 -1.689090 -1.985941 0.0 0.0 0.0
C 9.353751 -2.089221 -3.084595 0.0 0.0 0.0
C 7.972491 -2.097066 -2.975747 0.0 0.0 0.0
C 7.401019 -1.704725 -1.776195 0.0 0.0 0.0
C 8.237062 -1.320984 -0.737970 0.0 0.0 0.0
H 11.184234 -1.671735 -2.035625 0.0 0.0 0.0
H 9.846834 -2.385041 -4.000636 0.0 0.0 0.0
H 7.349758 -2.399355 -3.808172 0.0 0.0 0.0
H 6.328776 -1.695091 -1.646566 0.0 0.1 0.0
H 7.821237 -1.007164 0.213634 0.0 0.0 0.0
```
Forces are in eV/Å.

Output
Calculated total energy in eV: -64304.2196
Net charge: 0
SMILES string: CC[C@H](CCOC(C)=O)OC(=O)CCCCCCCCCCOC.c1ccncc1.c1ccncc1.c1ccncc1.c1ccncc1.c1ccncc1
E_LUMO in eV: 0.566
Gap between HOMO and LUMO in eV: 9.683